Record 1
Entry from OMol25: 2 unconnected molecules or ions with the total composition C4H13NO2 at a distorted geometry (ωB97M-V/def2-TZVPD).

```
20
C4H13NO2 | OMol25 | ωB97M-V/def2-TZVPD
C 1.9894 1.8523 0.5036
C 1.6123 0.9251 -0.5723
N 0.2166 0.4129 -0.4693
C 0.2403 -0.9173 0.3054
C -0.1210 -2.1938 -0.4174
O -1.5546 -2.2120 -0.6295
H 3.0678 2.2703 0.4982
H 1.3881 2.8808 0.4636
H 1.7149 1.6281 1.4995
H 1.8277 1.2617 -1.5580
H 2.2911 0.0004 -0.6170
H -0.1399 0.1128 -1.4732
H 1.1984 -0.9540 0.7854
H -0.5804 -0.9097 1.1339
H 0.0870 -3.0995 0.0573
H 0.3606 -2.1943 -1.4960
H -1.9511 -1.4188 -0.3085
O -2.0930 1.8279 1.0908
H -2.6759 1.1453 0.8280
H -1.2489 1.4618 0.8651
```

As for the relative energy (zero: lowest compared OMol25 entry of this formula, charge and spin): 2.0962 eV. The structure (SMILES) is CCNCCO.O. The max |F| comes out at 5.1 eV Å⁻¹. For the orbital gap, the calculation gives 10.63 eV. As for the total energy: -9942.100 eV. Its LUMO energy is 0.8 eV.



Record 2
Entry from OMol25: C6H14NOP in the gas phase at a distorted geometry (ωB97M-V/def2-TZVPD).

```
23
C6H14NOP | OMol25 | ωB97M-V/def2-TZVPD
C 3.5713 -0.1852 0.7076
C 2.2075 -0.1861 -0.1206
C 0.9187 -0.6941 0.4939
C -0.2057 -0.6705 -0.5658
P -1.6793 -1.1347 0.4451
N -2.9592 -0.9526 -0.6860
C -3.2458 0.4697 -0.6838
C -3.0392 1.0562 0.7326
O -2.0099 0.2583 1.3121
H 3.5393 0.6799 1.2151
H 3.5601 -0.9826 1.2918
H 4.2708 -0.1276 -0.0821
H 2.5320 -0.9078 -1.0252
H 1.8845 0.8410 -0.5947
H 1.1248 -1.6459 0.8221
H 0.7084 0.0067 1.2799
H -0.3457 0.3716 -0.9482
H -0.1164 -1.5227 -1.2176
H -3.7715 -1.4755 -0.4607
H -4.1383 0.7361 -1.1399
H -2.5878 1.0212 -1.3935
H -2.5730 2.1187 0.8653
H -3.7518 0.8881 1.4967
```

As for the relative energy (zero: lowest compared OMol25 entry of this formula, charge and spin): 0.9063 eV. The structure (SMILES) is CCCCP1NCCO1. The max |F| comes out at 6.0 eV Å⁻¹. For the orbital gap, the calculation gives 9.39 eV. As for the total energy: -19274.009 eV. Its LUMO energy is 1.0 eV.



Record 3
Entry from OMol25: a molecular structure, C43H91F6N13O15S2 at a distorted geometry (ωB97M-V/def2-TZVPD).

```
170
C43H91F6N13O15S2 | OMol25 | ωB97M-V/def2-TZVPD
C 5.6251 -13.6843 14.5722
N 4.5824 -14.7745 14.7799
C 3.9368 -14.9587 13.4274
C 5.3058 -16.0775 15.1260
C 3.5380 -14.5994 15.8777
C 2.5811 -13.4217 15.5438
O 3.2127 -12.2118 15.9118
H 5.0720 -12.7858 14.2981
H 6.4077 -13.9811 13.8740
H 6.0207 -13.6003 15.5843
H 4.5750 -15.2554 12.5951
H 3.4216 -14.0476 13.1229
H 3.1237 -15.6634 13.6014
H 6.1353 -16.2212 14.4335
H 4.6892 -16.9743 15.0653
H 5.7534 -15.9941 16.1163
H 4.0107 -14.3344 16.8234
H 3.0401 -15.5557 16.0380
H 1.7244 -13.5539 16.2047
H 2.0448 -13.3692 14.5964
H 2.6188 -11.5520 16.2769
C 0.9190 -9.0093 14.8435
F 0.8725 -7.8207 14.2048
F -0.2747 -9.4823 15.1275
F 1.4771 -9.9126 14.0026
S 1.9693 -8.8996 16.5084
O 3.3828 -8.6995 16.1141
O 1.3731 -7.7897 17.2016
N 1.6836 -10.4902 17.1513
S 1.2497 -10.3117 18.6051
O 2.1926 -9.5923 19.4403
O -0.1692 -9.9221 18.7630
C 1.2633 -12.2115 19.2037
F 2.3571 -12.7984 18.8130
F 1.1928 -12.1943 20.4922
F 0.1833 -12.8469 18.6702
C 12.0040 -13.6425 15.5822
O 12.4557 -13.5353 14.4325
N 10.7123 -13.4168 15.8185
C 9.8151 -13.2447 14.6769
C 10.1696 -13.2608 17.1605
H 12.5929 -13.7583 16.5052
H 10.2428 -13.5695 13.7284
H 9.5443 -12.1950 14.5632
H 8.9867 -13.9480 14.7623
H 10.4561 -14.1099 17.7810
H 10.4163 -12.3229 17.6581
H 9.0815 -13.2061 17.1249
C 6.0633 -18.0430 10.5023
O 5.0963 -17.5870 11.0605
N 6.0156 -19.2103 9.7713
C 7.1029 -19.6511 8.9340
C 4.8288 -20.0409 9.7037
H 7.0737 -17.6094 10.4456
H 8.0342 -19.1713 9.2349
H 6.7467 -19.4504 7.9235
H 7.1475 -20.7281 9.0958
H 4.7073 -20.3855 8.6768
H 4.8405 -20.9273 10.3380
H 3.9505 -19.4727 10.0101
C 6.1913 -10.8294 12.3590
O 7.3093 -11.2123 12.5475
N 5.6377 -10.3725 11.2224
C 4.1945 -10.2199 11.1396
C 6.4268 -10.1628 9.9715
H 5.4601 -11.0133 13.1613
H 3.8254 -11.0303 10.5110
H 3.8843 -9.3369 10.5808
H 3.6767 -10.2138 12.0987
H 6.1125 -9.1841 9.6090
H 7.4978 -10.3654 9.9686
H 5.9894 -10.8576 9.2546
C 5.0514 -10.7047 18.1409
O 5.1062 -10.7689 19.3667
N 6.1185 -10.5317 17.3039
C 5.9391 -10.3300 15.8605
C 7.4629 -10.3784 17.8553
H 4.0937 -10.7986 17.6059
H 6.1604 -9.2804 15.6669
H 4.9188 -10.4866 15.5104
H 6.5490 -10.9410 15.1952
H 7.6537 -9.3058 17.8893
H 7.6004 -10.7660 18.8647
H 8.1899 -10.8841 17.2198
C -0.1425 -16.4876 14.6319
O 0.6761 -15.6498 14.3039
N -0.7406 -16.6008 15.8460
C -1.7232 -17.6152 16.1383
C -0.6017 -15.7156 17.0266
H -0.5319 -17.2491 13.9385
H -1.7492 -18.3377 15.3226
H -2.6521 -17.0594 16.2667
H -1.3992 -18.1134 17.0521
H -0.1187 -14.7516 16.8666
H -1.6002 -15.3865 17.3145
H -0.1922 -16.3106 17.8428
C 7.8219 -20.5481 18.6403
O 7.7231 -21.0951 19.7377
N 7.4658 -19.2600 18.4529
C 7.8247 -18.5913 17.2020
C 7.1101 -18.3677 19.5124
H 8.1462 -20.9955 17.6880
H 8.7433 -18.0509 17.4306
H 7.0419 -17.9526 16.7927
H 8.0323 -19.3010 16.4012
H 6.8761 -17.3738 19.1309
H 6.2745 -18.8515 20.0182
H 7.9008 -18.3477 20.2624
C 6.9159 -14.1121 18.6310
O 7.2357 -14.6961 17.6031
N 7.6024 -14.0144 19.7695
C 7.0464 -13.2144 20.9199
C 8.8302 -14.7520 20.0143
H 5.9210 -13.6447 18.6952
H 6.8510 -13.7280 21.8612
H 6.1033 -12.7479 20.6352
H 7.7101 -12.3716 21.1134
H 9.6731 -14.0654 20.0930
H 8.6089 -15.2181 20.9744
H 9.1237 -15.4683 19.2469
C 9.7865 -16.8019 14.2748
O 8.6128 -17.1821 14.4396
N 10.7305 -17.4308 13.5116
C 10.4434 -18.5671 12.6392
C 12.1648 -17.0183 13.4170
H 10.2479 -15.9347 14.7721
H 10.2569 -18.2825 11.6037
H 9.4639 -18.9259 12.9552
H 11.0994 -19.4320 12.7374
H 12.7387 -17.8636 13.7967
H 12.4207 -16.8756 12.3671
H 12.3513 -16.1245 14.0125
C 5.7331 -20.0562 14.3205
C 6.7263 -21.1602 14.0028
O 7.0846 -21.7789 14.9766
C 7.2560 -21.4615 12.6566
H 5.2776 -20.2864 15.2836
H 4.8536 -20.0529 13.6766
H 6.2057 -19.0765 14.3912
H 6.5815 -21.9977 11.9891
H 8.1392 -22.0955 12.7352
H 7.5389 -20.5763 12.0869
C 0.3485 -10.7562 11.3189
C 0.7186 -12.1167 11.8442
O 1.7994 -12.6475 11.6900
C -0.4136 -12.9780 12.3640
H 0.4165 -10.8029 10.2320
H 1.0445 -9.9644 11.5959
H -0.7042 -10.6723 11.5887
H -0.3588 -12.9932 13.4525
H -0.3391 -14.0190 12.0493
H -1.3641 -12.5044 12.1184
C 2.0826 -16.4902 10.7421
C 0.6494 -16.6408 10.6129
N -0.4982 -16.7323 10.4757
H 2.1840 -16.7265 11.8013
H 2.3339 -15.4331 10.6554
H 2.5720 -17.1198 9.9990
C 1.6921 -18.1234 18.6413
C 2.2016 -18.4495 17.2590
N 2.5795 -18.7470 16.2044
H 2.3196 -18.6750 19.3414
H 0.7025 -18.5779 18.6894
H 1.6158 -17.0432 18.7660
C 7.2495 -14.3040 9.1049
C 7.4439 -14.5535 10.4861
N 7.5074 -14.7893 11.6132
H 6.3584 -14.7775 8.6929
H 8.1054 -14.7225 8.5754
H 7.1831 -13.2649 8.7822
```

As for the expectation value of S²: 0.7504. The max |F| comes out at 5.7 eV Å⁻¹. For the orbital gap (alpha / beta), the calculation gives 1.36 / 8.67 eV. The total charge is -1. The spin multiplicity is 2. As for the total energy: -134120.829 eV. Its LUMO energy (alpha / beta) is 1.4 / 1.4 eV.



Record 4
Entry from OMol25: C5H9N in the gas phase (ωB97M-V/def2-TZVPD).

```
15
C5H9N | OMol25 | ωB97M-V/def2-TZVPD
C -1.1448 0.9030 0.8308
C -1.6800 0.1237 -0.3335
C -0.4727 -0.3680 0.3993
N 0.8742 -0.3252 -0.1713
C 1.8034 -0.9439 0.5564
C 1.0568 0.3288 -1.3176
H -0.6119 1.8240 0.6082
H -1.7132 0.8998 1.7554
H -2.5863 -0.4578 -0.2022
H -1.5928 0.5771 -1.3153
H -0.5836 -1.2488 1.0232
H 1.5776 -1.2117 1.5809
H 2.8008 -1.0033 0.1420
H 0.2072 0.5433 -1.9508
H 2.0787 0.4171 -1.6542
```

As for the relative energy (zero: lowest compared OMol25 entry of this formula, charge and spin): 3.3650 eV. The max |F| comes out at 0.4 eV Å⁻¹. For the orbital gap, the calculation gives 7.78 eV. As for the total energy: -6817.630 eV. Its LUMO energy is 1.2 eV.



Record 5
Entry from OMol25: 13 unconnected molecules or ions with the total composition C34H55Cl2N13O3PS at a distorted geometry (ωB97M-V/def2-TZVPD).

```
109
C34H55Cl2N13O3PS | OMol25 | ωB97M-V/def2-TZVPD
C -4.0203 5.2989 -0.7349
C -5.1765 4.4580 -1.4549
O -5.1975 4.4974 -2.7150
O -6.1831 3.7205 -0.7640
C -5.8456 2.3015 -0.7143
C -4.6024 1.9758 0.2464
S -3.5413 0.5473 -0.3830
C -3.3756 -0.6168 1.0504
Cl -2.2793 0.1384 2.3355
C -2.8646 -2.0923 0.6921
C -2.3557 -2.3083 -0.8027
Cl -4.1684 -3.2825 1.1863
P -1.5295 1.2807 -0.7615
C -1.6905 2.1746 -2.4422
O -1.0952 2.4701 0.3844
H -3.1178 4.6223 -0.5267
H -3.6835 6.2111 -1.3326
H -4.4337 5.5969 0.2961
H -5.7522 1.8445 -1.7685
H -6.7651 1.7959 -0.2359
H -5.0334 1.6323 1.2494
H -3.9184 2.8648 0.4497
H -4.4160 -0.6958 1.5363
H -1.9579 -2.3029 1.3730
H -2.2562 -3.4492 -0.9419
H -3.0711 -1.9594 -1.6175
H -1.2821 -1.9131 -0.9365
H -2.4150 3.0525 -2.2586
H -2.1553 1.4247 -3.1765
H -0.6499 2.5304 -2.7657
H -0.4090 2.0975 0.9952
C -0.0767 7.4100 -1.0430
C -0.9056 6.9305 0.1100
N -1.5572 6.5536 1.0171
H -0.6724 8.0616 -1.6837
H 0.7859 7.9661 -0.6743
H 0.2728 6.5581 -1.6283
C 2.5094 4.0654 1.9978
C 2.2787 3.0473 0.9226
N 2.0980 2.2440 0.0779
H 2.1215 5.0345 1.6799
H 2.0005 3.7600 2.9134
H 3.5779 4.1567 2.1983
C 1.0965 -4.2445 2.4508
C 0.4520 -4.0290 1.1197
N -0.0600 -3.8706 0.0675
H 1.6444 -3.3498 2.7499
H 0.3337 -4.4609 3.2000
H 1.7892 -5.0850 2.3955
C 4.9369 -3.3167 0.4961
C 4.5928 -3.8658 1.8471
N 4.3219 -4.2979 2.9097
H 5.4292 -2.3491 0.6031
H 5.6088 -4.0022 -0.0244
H 4.0285 -3.1907 -0.0955
C -1.0368 -7.3846 -0.2924
C -0.5894 -7.3441 1.1368
N -0.2387 -7.3202 2.2647
H -1.1771 -6.3685 -0.6656
H -0.2867 -7.8869 -0.9020
H -1.9806 -7.9271 -0.3701
C -5.4698 4.7286 3.1457
C -5.1416 3.3026 3.4668
N -4.8847 2.1802 3.7198
H -5.6415 4.8368 2.0734
H -6.3695 5.0318 3.6831
H -4.6422 5.3753 3.4419
C 2.1065 0.3110 -3.8443
C 0.9690 -0.3311 -3.1113
N 0.0746 -0.8357 -2.5331
H 2.8693 0.6342 -3.1341
H 2.5477 -0.4025 -4.5418
H 1.7469 1.1779 -4.4009
C -2.9182 -8.6622 -3.6392
C -1.4579 -8.5907 -3.3118
N -0.3096 -8.5344 -3.0550
H -3.4591 -7.8873 -3.0937
H -3.0658 -8.5135 -4.7098
H -3.3138 -9.6391 -3.3571
C 8.8860 -2.7294 -0.4206
C 8.1181 -3.4109 -1.5170
N 7.5432 -3.9669 -2.4482
H 9.8309 -2.3318 -0.8047
H 8.2952 -1.9074 -0.0127
H 9.0996 -3.4431 0.3764
C 8.0865 -5.7743 -6.2378
C 7.8506 -5.0708 -4.9330
N 7.6656 -4.5169 -3.8838
H 8.2912 -6.8324 -6.0598
H 7.2038 -5.6848 -6.8737
H 8.9403 -5.3266 -6.7475
C 1.5951 11.5697 -1.1097
C 1.3770 10.5506 -2.1864
N 1.2050 9.7502 -3.0339
H 1.2231 12.5413 -1.4382
H 1.0640 11.2722 -0.2042
H 2.6601 11.6522 -0.8877
C -2.8635 -2.9388 4.9383
C -1.4008 -2.8656 5.2522
N -0.2496 -2.8082 5.4971
H -3.4004 -2.1637 5.4877
H -3.0204 -2.7910 3.8688
H -3.2575 -3.9153 5.2241
C 0.4662 1.0406 5.1635
C 1.8193 1.6799 5.2312
N 2.8837 2.1822 5.2820
H 0.5599 0.0073 4.8240
H -0.0001 1.0502 6.1497
H -0.1674 1.5898 4.4645
```

As for the relative energy (zero: lowest compared OMol25 entry of this formula, charge and spin): 0.0000 eV. The max |F| comes out at 14.7 eV Å⁻¹. For the orbital gap, the calculation gives 4.14 eV. The total charge is +1. As for the total energy: -106813.646 eV. Its LUMO energy is -2.7 eV.